45
Properties=species:S:1:pos:R:3 method="wB97M-V/def2-TZVPD" e_tot_ev=-22042.226 homo_ev=-8.221 smiles="CCN(CC)CCCNC(=O)CCc1ccccc1" orbital_gap_ev=9.0174
C -2.60983 1.84073 1.67800
H -1.75133 2.14585 1.08517
H -3.10150 2.73592 2.05066
H -2.25698 1.25375 2.52173
C -3.59346 1.01451 0.85183
N -3.02121 -0.27041 0.48430
C -3.99594 -1.33846 0.36876
H -4.48754 -1.43176 1.34247
C -5.06892 -1.17108 -0.71471
H -4.62001 -1.11825 -1.70338
H -5.74439 -2.02241 -0.69209
H -5.64816 -0.26611 -0.54790
H -3.44648 -2.26494 0.18771
C -2.09699 -0.18174 -0.63188
H -2.60891 -0.13459 -1.60595
C -1.09410 -1.33984 -0.62865
H -1.49921 -2.20722 -1.15041
C 0.22109 -0.93415 -1.29577
N 0.91117 0.07288 -0.52595
C 1.13910 1.32693 -0.97204
O 0.78522 1.71699 -2.06548
C 1.91237 2.19657 0.00638
H 1.64083 1.94901 1.03416
C 3.42492 1.99571 -0.20231
C 3.82049 0.57237 0.06726
C 4.01848 0.13088 1.37026
C 4.32719 -1.19313 1.62819
C 4.43950 -2.09519 0.58381
C 4.24739 -1.66465 -0.71817
C 3.94006 -0.34007 -0.97373
H 3.78541 -0.00831 -1.99022
H 4.33793 -2.36314 -1.53725
H 4.67960 -3.12893 0.78415
H 4.48132 -1.52151 2.64589
H 3.93367 0.83234 2.18894
H 3.96274 2.66771 0.47029
H 3.67221 2.26413 -1.23054
H 1.66010 3.23913 -0.19026
H 1.22733 -0.19279 0.39295
H 0.03191 -0.50050 -2.28037
H 0.87219 -1.80839 -1.40790
H -0.89945 -1.62496 0.40753
H -1.53923 0.74839 -0.51898
H -3.90986 1.59616 -0.02935
H -4.47871 0.82258 1.46287

***

11
Properties=species:S:1:pos:R:3 method="wB97M-V/def2-TZVPD" e_tot_ev=-7763.112 homo_ev=-9.305 smiles="C#C/C(C)=N/O" orbital_gap_ev=10.2148
C -0.86184 -0.96229 0.10101
C 0.08291 0.19714 -0.06083
N -0.28685 1.41279 -0.23796
O -1.66481 1.50369 -0.26847
C 1.49919 -0.03737 0.02154
C 2.66768 -0.30685 0.13684
H -1.44427 -1.11001 -0.81447
H -0.31198 -1.87629 0.33070
H -1.57356 -0.74771 0.90411
H -1.81281 2.45343 -0.36385
H 3.70633 -0.52654 0.25138

***

38
Properties=species:S:1:pos:R:3 method="wB97M-V/def2-TZVPD" e_tot_ev=-25841.003 homo_ev="-15.897 / -15.892" spin_multiplicity=5 orbital_gap_ev="8.4128 / 5.5677" total_charge=+2
C -2.58347 1.03344 0.85899
C -1.65978 2.16821 -1.01641
H -2.94846 -0.00057 0.93007
H -3.39040 1.61192 0.38252
H -2.46055 1.41648 1.87951
H -1.07626 2.16958 -1.95193
H -2.71687 2.05364 -1.31185
H -1.51838 3.13573 -0.51448
C -0.51135 -1.71950 2.06252
C 0.06833 -2.73992 2.81213
C 1.39554 -3.09843 2.57259
C 2.10474 -2.43653 1.58090
H -1.54577 -1.38227 2.18593
H -0.53215 -3.23392 3.57256
H 1.87315 -3.88739 3.15164
H 3.13644 -2.67502 1.33644
N 0.19671 -1.06853 1.12456
C 1.47798 -1.41459 0.85052
C 2.11658 -0.65696 -0.22992
N 1.33078 0.27265 -0.82448
C 1.79992 1.00565 -1.84784
C 3.94904 -0.06783 -1.67739
C 3.11396 0.86585 -2.29291
H 1.08396 1.71012 -2.27701
H 3.46382 1.49266 -3.11061
C 3.44727 -0.84689 -0.64433
H 4.04478 -1.60065 -0.13361
H 4.98196 -0.18863 -1.99885
Ru -0.66514 0.71375 0.08539
C 0.13294 2.00540 1.30009
H 0.85714 2.63753 0.75998
H 0.66026 1.48767 2.11786
H -0.67454 2.63205 1.70884
N -1.70015 -0.86242 -1.54887
C -2.76988 -0.75338 -2.04781
N -3.89798 -0.78488 -2.65978
C -4.84670 0.11839 -2.59963
N -5.73744 0.88762 -2.58532

***

33
Properties=species:S:1:pos:R:3 method="wB97M-V/def2-TZVPD" e_tot_ev=-18312.773 homo_ev=-12.122 orbital_gap_ev=8.7835 total_charge=+1
C 0.94377 -1.30187 -3.17004
C 2.04777 -1.79711 -2.49089
C -0.11743 -0.70911 -2.49649
C 2.13475 -1.71554 -1.10756
C -0.04156 -0.62305 -1.12149
C 1.07562 -1.11546 -0.45348
C -0.96335 -0.09516 -0.08488
C 0.82640 -0.88774 0.99231
C -1.84060 1.70379 1.40168
C 2.14536 1.08083 1.05403
C 0.05585 -1.76903 3.04573
C -1.08255 1.21040 0.22360
N -2.67090 2.05397 -1.41081
O 1.32678 0.09766 1.68631
O 0.31444 -1.87752 1.64486
H 0.90656 -1.38698 -4.24500
H 2.85010 -2.25840 -3.04437
H -0.97714 -0.33884 -3.03127
H 2.98550 -2.10867 -0.57387
H -1.66807 -0.81261 0.31778
H -1.16408 1.76529 2.25867
H -2.66292 1.04162 1.66036
H -2.22367 2.70384 1.22574
H 1.81735 1.27566 0.03428
H 3.17927 0.73480 1.04594
H 2.06616 1.97935 1.66180
H -0.13241 -2.78390 3.38904
H -0.82793 -1.14998 3.20971
H 0.90847 -1.33866 3.57154
H -0.43384 1.92914 -0.25734
H -2.39918 1.85343 -2.36552
H -2.82682 3.05226 -1.33810
H -3.55170 1.58759 -1.23227

***

65
Properties=species:S:1:pos:R:3 method="wB97M-V/def2-TZVPD" e_tot_ev=-123989.477 homo_ev="-13.349 / -14.466" spin_multiplicity=3 orbital_gap_ev="5.4521 / 6.3745" total_charge=+2
W -0.70015 -1.29608 0.79686
O -2.48845 -1.33348 1.36056
C -2.78385 -1.52518 0.05936
O -1.66455 -1.94768 -0.59444
C -3.32895 -0.27628 -0.54984
P -1.90695 0.89112 -0.01424
C -2.30465 1.41442 1.69966
C -3.58445 1.44162 2.25496
C -3.76005 1.86972 3.55926
C -2.67535 2.27892 4.31836
C -1.40375 2.28532 3.76316
C -1.21295 1.85472 2.46136
C -2.32675 2.33522 -1.04044
C -2.42525 2.17642 -2.42354
C -2.83435 3.23862 -3.20574
C -3.13655 4.45962 -2.62154
C -3.00675 4.62602 -1.25264
C -2.59445 3.57032 -0.45774
H -4.28635 0.03222 -0.12584
H -3.40625 -0.34038 -1.63974
H -4.45055 1.13542 1.68776
H -4.75275 1.89332 3.97946
H -2.82825 2.60712 5.33436
H -0.56275 2.63112 4.34216
H -0.21415 1.92222 2.01966
H -2.21425 1.21982 -2.88464
H -2.93125 3.10962 -4.27264
H -3.48325 5.27692 -3.23404
H -3.23705 5.57702 -0.79884
H -2.49945 3.70282 0.61016
C 5.98825 0.40882 -1.10984
C 5.54565 0.89972 0.11186
C 4.20435 0.80262 0.44716
C 3.31535 0.19412 -0.44844
C 3.75435 -0.28368 -1.67854
C 5.09965 -0.16908 -2.00294
As 1.39095 -0.04188 0.38146
C 0.64625 -0.98988 -1.19454
C 0.15975 -0.37488 -2.36054
C -0.07415 -1.13568 -3.49354
C 0.22535 -2.49408 -3.49834
C 0.74185 -3.11318 -2.37214
C 0.95955 -2.38358 -1.20134
C 1.52725 -2.87838 0.05986
C 1.82695 -4.20218 0.38446
C 2.34435 -4.51518 1.63276
C 2.58445 -3.52488 2.57796
C 2.32635 -2.19378 2.27606
C 1.80765 -1.86648 1.02096
H 7.03345 0.48442 -1.36794
H 6.24565 1.35982 0.79296
H 3.79685 1.19182 1.38946
H 3.06615 -0.73078 -2.38644
H 5.45215 -0.53378 -2.95754
H -0.00335 0.70172 -2.37014
H -0.48015 -0.67638 -4.38044
H 0.06935 -3.07238 -4.39574
H 0.98275 -4.16348 -2.40704
H 1.64805 -4.98228 -0.33864
H 2.56945 -5.54368 1.86766
H 2.97405 -3.78488 3.54956
H 2.54515 -1.39808 2.98366
O -0.58815 -2.94588 1.68716
S -0.48505 -2.14948 3.10966
N -0.19585 -0.72548 2.56056